This record from OMol25 describes 11 unconnected molecules or ions with the total composition C65H148N7O12 in a non-equilibrium geometry. The level of theory is ωB97M-V with the def2-TZVPD basis set.

Atoms and positions in Å:
1 C -2.6069 -7.0877 -4.7170
2 C -1.8499 -6.6421 -3.4960
3 C -0.3121 -6.3919 -3.7892
4 O 0.2121 -5.7765 -2.5364
5 C 0.5416 -6.7313 -1.4886
6 N -2.5602 -5.2787 -2.9833
7 H -2.5963 -4.5510 -3.6827
8 H -3.4957 -5.4438 -2.6404
9 H -2.1551 -5.0617 -2.0839
10 H -2.7200 -6.2417 -5.3950
11 H -3.5579 -7.4609 -4.3371
12 H -2.0714 -7.8978 -5.2122
13 H -2.0637 -7.2655 -2.6278
14 H -0.1552 -5.6434 -4.5659
15 H 0.2079 -7.3116 -4.0570
16 H -0.2998 -7.3821 -1.2508
17 H 0.7203 -6.2186 -0.5435
18 H 1.3892 -7.3949 -1.6602
19 C -0.5423 3.5915 -0.2406
20 C -2.0422 3.6361 -0.3162
21 C -2.9126 3.0960 0.8720
22 O -4.2916 3.2646 0.4368
23 C -5.3488 2.6369 1.2132
24 N -2.5358 5.0628 -0.6536
25 H -3.5139 5.2828 -0.5310
26 H -1.9127 5.7109 -0.1933
27 H -2.3882 5.3124 -1.6211
28 H -0.1103 3.8902 -1.1958
29 H -0.1885 2.5935 0.0181
30 H -0.2363 4.3023 0.5269
31 H -2.4067 3.0970 -1.1906
32 H -2.7713 3.5941 1.8312
33 H -2.8139 2.0248 1.0477
34 H -6.3511 2.9931 0.9755
35 H -5.1111 2.8467 2.2561
36 H -5.4929 1.5691 1.0483
37 C -4.7055 6.9829 6.8257
38 C -4.1649 5.5226 6.9195
39 C -3.0945 5.2412 5.8206
40 C -1.7518 5.7756 6.3504
41 N -0.8481 6.4174 5.2324
42 C 0.4936 6.8867 5.8001
43 C 0.7129 8.3164 5.3428
44 C -0.6441 8.8976 5.3547
45 C -1.5172 7.7449 4.8390
46 C -0.5917 5.4646 3.9511
47 C 0.0697 4.1121 4.3938
48 C 0.3733 3.2193 3.1665
49 H -5.2772 7.4388 7.6341
50 H -5.2023 7.2422 5.8908
51 H -3.7982 7.5867 6.8418
52 H -4.9668 4.8255 6.6767
53 H -3.8054 5.3917 7.9402
54 H -3.3224 5.5327 4.7953
55 H -2.9748 4.1598 5.7540
56 H -1.1149 5.0290 6.8248
57 H -1.8308 6.6105 7.0467
58 H 1.3106 6.1975 5.5866
59 H 0.3561 6.8840 6.8814
60 H 1.0938 8.3844 4.3238
61 H 1.3058 8.8228 6.1045
62 H -0.8742 9.7815 4.7598
63 H -0.8354 9.1492 6.3978
64 H -1.5109 7.7365 3.7490
65 H -2.5718 7.8079 5.1074
66 H 0.0825 6.0005 3.2829
67 H -1.4897 5.4031 3.3364
68 H -0.5930 3.6358 5.1163
69 H 0.9581 4.2572 5.0085
70 H 0.9397 3.6623 2.3473
71 H -0.5658 2.9670 2.6740
72 H 0.8472 2.2861 3.4707
73 C -1.2986 1.4398 -11.9971
74 C -1.1636 2.1630 -10.6446
75 C -1.1010 1.2441 -9.4016
76 C -1.1250 2.1019 -8.0500
77 N -1.1801 1.1922 -6.7441
78 C -2.5995 0.5132 -6.5547
79 C -3.4175 1.4283 -5.5913
80 C -2.4266 1.8696 -4.5380
81 C -1.1031 2.0334 -5.3357
82 C -0.1116 0.0996 -6.7822
83 C 1.3137 0.5770 -6.9069
84 C 2.4373 -0.4765 -6.6037
85 H -0.4701 0.7478 -12.1484
86 H -1.3760 2.1849 -12.7889
87 H -2.1936 0.8372 -12.1519
88 H -1.9652 2.8989 -10.5821
89 H -0.2025 2.6770 -10.6288
90 H -0.1629 0.6893 -9.3913
91 H -1.9568 0.5777 -9.5094
92 H -2.0096 2.7272 -8.1712
93 H -0.3030 2.7945 -7.8694
94 H -2.4503 -0.4521 -6.0710
95 H -3.1256 0.4205 -7.5048
96 H -4.2203 0.7662 -5.2671
97 H -3.8649 2.2729 -6.1152
98 H -2.4052 1.0450 -3.8254
99 H -2.6921 2.7603 -3.9684
100 H -0.2609 1.6374 -4.7682
101 H -1.0187 3.0694 -5.6639
102 H -0.4996 -0.5824 -7.5388
103 H -0.2230 -0.2486 -5.7553
104 H 1.4807 1.3200 -6.1270
105 H 1.4241 1.1218 -7.8445
106 H 2.3849 -1.1698 -7.4432
107 H 2.3818 -0.9465 -5.6218
108 H 3.4518 -0.0789 -6.6305
109 C -2.1360 -0.1360 4.1166
110 C -2.4275 -1.0136 2.8917
111 C -1.0540 -1.2792 2.1696
112 C -1.3482 -1.9538 0.8251
113 N -0.1092 -2.1352 -0.1886
114 C 0.2233 -0.7141 -0.7325
115 C 0.5771 -0.8923 -2.2176
116 C -0.6166 -1.7646 -2.5915
117 C -0.7087 -2.7571 -1.4638
118 C 1.1438 -2.8931 0.3641
119 C 2.3545 -3.0311 -0.5773
120 C 3.2851 -4.2395 -0.1646
121 H -1.2849 -0.4857 4.7009
122 H -2.9827 -0.1285 4.8031
123 H -1.9048 0.8472 3.7067
124 H -3.1304 -0.5493 2.2000
125 H -2.8339 -1.9457 3.2843
126 H -0.3816 -1.8832 2.7788
127 H -0.5669 -0.3112 2.0520
128 H -2.1042 -1.4122 0.2565
129 H -1.6707 -2.9885 0.9412
130 H 0.9623 -0.2842 -0.0563
131 H -0.6547 -0.0684 -0.7441
132 H 1.5610 -1.1622 -2.6014
133 H 0.5734 0.0674 -2.7343
134 H -0.4509 -2.2817 -3.5366
135 H -1.5546 -1.2099 -2.6146
136 H -0.0655 -3.6265 -1.6002
137 H -1.7388 -3.1121 -1.4304
138 H 0.7705 -3.9106 0.4802
139 H 1.3277 -2.4427 1.3395
140 H 2.8613 -2.0728 -0.6906
141 H 1.8776 -3.1213 -1.5533
142 H 2.8532 -5.2400 -0.1872
143 H 3.6344 -4.1524 0.8643
144 H 4.1465 -4.2162 -0.8322
145 C -4.6920 0.0245 7.4937
146 C -3.5528 -0.3070 8.5261
147 N -2.3077 0.6820 8.6371
148 C -1.3571 0.6279 7.4399
149 C -2.8690 2.1201 8.9244
150 C -3.9938 2.2089 10.0808
151 C -1.4691 0.3106 9.8728
152 C -0.9496 -1.1655 9.8709
153 O 0.0473 -1.4472 8.8249
154 C 1.3276 -1.0276 9.2395
155 H -5.2488 -0.8615 7.1885
156 H -4.2833 0.3523 6.5379
157 H -5.2905 0.8194 7.9387
158 H -2.9741 -1.1892 8.2523
159 H -3.9400 -0.5063 9.5253
160 H -0.3638 1.0458 7.6036
161 H -1.8745 1.1972 6.6678
162 H -1.2468 -0.4233 7.1736
163 H -3.1847 2.4818 7.9459
164 H -1.9470 2.6587 9.1434
165 H -4.2556 3.2665 10.1132
166 H -3.7374 1.8727 11.0854
167 H -4.8652 1.5940 9.8558
168 H -2.1565 0.4599 10.7054
169 H -0.6731 1.0480 9.9757
170 H -1.7606 -1.8921 9.8211
171 H -0.5652 -1.3569 10.8727
172 H 2.2002 -1.2827 8.6381
173 H 1.5966 -1.4598 10.2034
174 H 1.2465 0.0582 9.2881
175 C 8.8931 -3.6965 -4.1692
176 C 7.4010 -3.5557 -4.5244
177 N 6.6507 -2.1639 -4.2723
178 C 6.7423 -1.9714 -2.7447
179 C 7.5596 -1.0657 -4.9194
180 C 6.9137 0.2940 -5.0995
181 C 5.2246 -2.2930 -4.9052
182 C 4.0946 -3.0516 -4.1320
183 O 4.2610 -4.4566 -4.1952
184 C 3.0979 -5.1385 -3.7733
185 H 9.2490 -4.7087 -4.3616
186 H 9.1455 -3.7098 -3.1090
187 H 9.5676 -3.0626 -4.7448
188 H 6.8128 -4.2588 -3.9347
189 H 7.2093 -3.6774 -5.5905
190 H 7.7969 -2.0456 -2.4797
191 H 6.1826 -2.7720 -2.2610
192 H 6.3672 -0.9918 -2.4480
193 H 7.7917 -1.5852 -5.8491
194 H 8.3953 -0.9677 -4.2265
195 H 7.5783 1.1450 -5.2483
196 H 6.4336 0.6846 -4.2022
197 H 6.1406 0.2092 -5.8633
198 H 5.3289 -2.7128 -5.9057
199 H 4.7980 -1.2916 -4.9636
200 H 3.1096 -2.9396 -4.5851
201 H 4.1148 -2.7638 -3.0809
202 H 3.2059 -6.2192 -3.8656
203 H 2.2355 -4.9455 -4.4113
204 H 2.8050 -4.8310 -2.7694
205 C 4.2968 0.5379 -1.0719
206 C 3.5095 1.2864 -2.1738
207 O 3.7798 1.1091 -3.3697
208 O 2.7176 2.1792 -1.8260
209 H 4.3108 -0.5325 -1.2769
210 H 3.7971 0.7240 -0.1212
211 H 5.3053 0.9512 -1.0828
212 C 6.7282 -5.6858 -1.0619
213 C 8.0361 -5.0870 -0.5901
214 O 9.0114 -5.8213 -0.3471
215 O 8.0746 -3.8303 -0.5420
216 H 6.8017 -6.7701 -1.1446
217 H 6.5763 -5.5481 -2.1325
218 H 5.8525 -5.4563 -0.4548
219 C -1.3397 -5.6533 2.1176
220 C -2.4517 -5.9082 1.0809
221 O -3.5339 -6.4327 1.3411
222 O -2.2303 -5.4186 -0.0359
223 H -0.3703 -5.5262 1.6357
224 H -1.4250 -6.5062 2.7910
225 H -1.4737 -4.8349 2.8251
226 C -4.0747 0.2118 -1.5324
227 C -4.7278 -0.9534 -2.2525
228 O -4.3080 -2.1051 -2.0851
229 O -5.7097 -0.6778 -2.9951
230 H -4.0899 0.1239 -0.4461
231 H -4.5320 1.1804 -1.7342
232 H -3.0208 0.2252 -1.8104

Forces on atoms 1 to 2 (eV/Å):
C -0.075 -0.169 0.607
C 0.148 1.612 -0.214

Calculated values
Energy above the lowest of the compared OMol25 structures with the same formula, charge and spin   0.00 kcal per mole
Total charge   +3
Energy   -104771.03454 eV
Strongest force on any atom   4.19 eV/Å
LUMO level   -6.837 eV
HOMO   -9.5 eV